{"formula": "C9H5N2O5S4Tc", "method": "wB97M-V/def2-TZVPD", "species": ["Tc", "O", "C", "S", "C", "C", "S", "S", "S", "C", "C", "N", "C", "C", "N", "C", "O", "O", "C", "O", "O", "H", "H", "H", "H", "H"], "xyz": [[1.2789, 0.1491, 0.1244], [6.7128, -0.1917, 2.9302], [5.6503, -0.3530, 2.4379], [4.1067, -0.2385, 3.3442], [3.0754, -0.6148, 2.0030], [3.6858, -0.8654, 0.7685], [2.8126, -1.3097, -0.6464], [5.4129, -0.7425, 0.6991], [1.3727, -0.6668, 2.1686], [-1.4437, -2.4401, -0.2798], [-1.6117, -0.9840, -0.4990], [-0.6824, -0.0474, -0.3729], [-1.2610, 1.1812, -0.6535], [-2.5643, 0.9871, -0.9578], [-2.7560, -0.3804, -0.8716], [-3.6833, 1.9648, -1.1978], [-4.2813, 1.8907, -2.3960], [-4.0383, 2.7070, -0.3421], [-0.3765, 2.3677, -0.5633], [-0.6850, 3.4777, -0.8508], [0.8628, 2.0030, -0.1355], [-0.4290, -2.6406, 0.0565], [-1.6228, -2.9953, -1.2009], [-2.1422, -2.7973, 0.4772], [-3.6368, -0.8574, -0.9992], [-3.7567, 1.3966, -3.0430]], "forces_ev_per_angstrom": [[0.2, -0.3, 0.3], [0.0, 0.0, 0.0], [0.0, 0.0, -0.1], [-0.1, 0.1, 0.0], [0.2, 0.1, 0.0], [0.0, 0.1, 0.0], [-0.3, -0.1, -0.1], [0.0, 0.1, 0.0], [-0.3, -0.2, 0.0], [0.0, 0.0, 0.0], [0.0, 0.0, 0.0], [0.1, 0.1, -0.1], [-0.1, 0.0, 0.0], [0.0, 0.0, 0.0], [0.0, 0.0, 0.0], [0.0, 0.0, 0.0], [0.1, -0.1, -0.1], [0.0, 0.0, 0.0], [0.1, 0.0, -0.1], [0.0, 0.0, 0.0], [0.1, 0.2, 0.0], [0.0, 0.0, 0.0], [0.0, 0.0, 0.0], [0.0, 0.0, 0.0], [0.0, 0.0, 0.0], [-0.1, 0.1, 0.1]], "e_tot_ev": -68165.67471, "charge": 1, "de_lowest_kcal_mol": 0.0, "multiplicity": 2, "gap_ha": [0.2601, 0.2576]}

=====

{"formula": "C36H54Cl2F6MnN3O5SSi4Te", "method": "wB97M-V/def2-TZVPD", "species": ["Mn", "O", "C", "C", "C", "C", "N", "C", "C", "C", "C", "C", "C", "O", "C", "C", "N", "H", "H", "H", "H", "H", "H", "H", "H", "H", "H", "H", "H", "Cl", "C", "C", "C", "C", "C", "Cl", "C", "S", "H", "H", "H", "O", "C", "O", "C", "N", "C", "C", "C", "H", "H", "H", "H", "H", "H", "H", "H", "H", "C", "Si", "C", "C", "Si", "Te", "Si", "C", "C", "C", "Si", "C", "C", "C", "H", "H", "H", "H", "H", "H", "H", "H", "H", "H", "H", "H", "H", "H", "H", "H", "H", "H", "H", "H", "H", "H", "H", "H", "H", "H", "H", "C", "C", "O", "C", "F", "F", "F", "C", "F", "F", "F", "H", "H", "H"], "xyz": [[0.3903, 0.2715, -1.4239], [-5.9593, 2.9888, -0.7362], [-4.8234, 3.6981, -0.2639], [-3.5781, 2.9167, -0.5638], [-2.3384, 3.5395, -0.5779], [-1.1974, 2.7897, -0.7839], [-1.2197, 1.4652, -0.9929], [-2.4214, 0.8579, -0.9625], [-3.6086, 1.5478, -0.7581], [-2.3812, -0.5954, -1.2194], [-3.5048, -1.4103, -1.2307], [-3.3780, -2.7418, -1.5901], [-4.5890, -3.6282, -1.6924], [-5.4146, -3.2747, -2.7979], [-2.1135, -3.2048, -1.9358], [-1.0373, -2.3410, -1.8675], [-1.1607, -1.0714, -1.4925], [-6.7493, 3.4599, -0.4596], [-4.8820, 3.8381, 0.8231], [-4.7516, 4.6878, -0.7265], [-2.2417, 4.6073, -0.4254], [-0.2228, 3.2583, -0.7993], [-4.5560, 1.0313, -0.7615], [-4.4797, -1.0129, -0.9833], [-5.2153, -3.5208, -0.8063], [-4.2754, -4.6753, -1.7618], [-4.8429, -3.0641, -3.5442], [-1.9652, -4.2307, -2.2510], [-0.0346, -2.6303, -2.1393], [3.8933, 0.0984, -2.8862], [4.4116, 1.6768, -2.4208], [5.7258, 2.0132, -2.7009], [6.2251, 3.2524, -2.3423], [5.3892, 4.1460, -1.6959], [4.0813, 3.7907, -1.4220], [3.1133, 4.9897, -0.6010], [3.5131, 2.5466, -1.7697], [1.8416, 2.2535, -1.3892], [6.3494, 1.2856, -3.2023], [7.2517, 3.5168, -2.5588], [5.7397, 5.1234, -1.3942], [3.7393, -2.6919, -0.6806], [2.5839, -2.7839, -1.3263], [1.9329, -1.8298, -1.6610], [2.1370, -4.2113, -1.6343], [3.2080, -5.1791, -1.3283], [3.6793, -5.7151, -2.6158], [2.4537, -5.6929, -3.5238], [1.7865, -4.3734, -3.1339], [1.2724, -4.3993, -0.9928], [2.8482, -5.9269, -0.7517], [4.0548, -3.6150, -0.5837], [4.1184, -6.7023, -2.4761], [4.4548, -5.0550, -3.0135], [1.8050, -6.5407, -3.2856], [2.7013, -5.7417, -4.5839], [0.7132, -4.3616, -3.3138], [2.2053, -3.5410, -3.7017], [-0.0336, -2.5689, 4.8533], [0.9547, -0.9632, 4.8102], [0.8844, -0.1919, 6.5347], [2.7486, -1.3975, 4.4684], [0.0889, 0.4489, 3.1583], [1.0200, -0.5183, 1.0772], [-2.2264, 0.4871, 3.4603], [-2.7150, 0.4147, 5.2838], [-3.0407, -0.9700, 2.5935], [-2.9445, 2.0940, 2.7839], [0.9313, 2.6020, 3.4870], [0.2648, 3.3722, 5.0817], [2.8040, 2.5225, 3.6095], [0.4683, 3.7116, 2.0492], [0.4402, -3.3034, 5.5112], [-0.0948, -2.9938, 3.8488], [-1.0510, -2.3995, 5.2135], [1.2422, -0.8980, 7.2902], [-0.1306, 0.1067, 6.8040], [1.5179, 0.6969, 6.5836], [3.1158, -2.1182, 5.2057], [3.3825, -0.5095, 4.5100], [2.8506, -1.8271, 3.4707], [-2.4209, -0.5327, 5.7398], [-3.7995, 0.5161, 5.3892], [-2.2440, 1.2202, 5.8516], [-2.7560, -1.9054, 3.0808], [-2.7056, -1.0326, 1.5557], [-4.1321, -0.8897, 2.6103], [-2.6362, 2.9329, 3.4126], [-4.0388, 2.0698, 2.7581], [-2.5778, 2.2873, 1.7738], [0.4908, 2.7505, 5.9505], [-0.8199, 3.4970, 5.0349], [0.7071, 4.3591, 5.2474], [3.1238, 1.9959, 4.5121], [3.2340, 3.5279, 3.6287], [3.2082, 1.9941, 2.7431], [-0.6166, 3.8195, 1.9643], [0.8514, 3.2880, 1.1161], [0.9052, 4.7077, 2.1672], [-0.8103, 1.9476, -4.2952], [-0.1738, 0.5638, -4.4712], [0.3900, 0.0367, -3.3687], [0.9275, 0.6929, -5.5628], [1.8463, 1.5852, -5.1872], [1.5556, -0.4700, -5.8045], [0.4505, 1.1233, -6.7610], [-1.2740, -0.4100, -4.9805], [-0.8415, -1.6764, -5.1029], [-2.3025, -0.4481, -4.0990], [-1.8187, -0.0687, -6.1692], [-0.0637, 2.6051, -3.8505], [-1.6573, 1.8685, -3.6140], [-1.1563, 2.3588, -5.2436]], "forces_ev_per_angstrom": [[0.2, 0.2, -0.4], [0.0, 0.0, 0.0], [0.0, 0.0, 0.0], [0.0, 0.0, 0.0], [0.0, 0.0, 0.0], [0.0, -0.1, -0.1], [-0.1, 0.1, 0.1], [0.1, -0.1, 0.0], [0.0, 0.0, 0.0], [0.1, 0.0, 0.0], [0.0, 0.0, 0.0], [0.1, 0.0, 0.0], [0.0, 0.0, 0.0], [0.0, 0.0, 0.0], [-0.1, 0.0, 0.1], [0.0, 0.1, 0.0], [-0.1, 0.1, 0.1], [0.0, 0.0, 0.0], [0.0, 0.0, 0.0], [0.0, 0.0, 0.0], [0.0, 0.0, 0.0], [0.0, 0.0, -0.1], [0.0, 0.0, 0.0], [0.0, 0.0, 0.0], [0.0, 0.0, 0.0], [0.0, 0.0, 0.0], [0.0, 0.0, 0.0], [0.0, 0.0, 0.0], [0.0, 0.0, 0.0], [-0.1, -0.1, -0.1], [0.0, 0.1, 0.1], [0.0, 0.0, 0.0], [0.0, 0.0, 0.0], [0.0, 0.0, 0.0], [0.0, 0.0, 0.0], [0.0, 0.0, 0.0], [0.0, 0.0, 0.0], [-0.1, -0.2, -0.1], [0.0, 0.0, 0.0], [0.0, 0.0, 0.0], [0.0, 0.0, 0.0], [0.0, 0.1, 0.0], [0.2, 0.1, 0.1], [-0.1, 0.0, 0.0], [0.0, 0.0, 0.0], [0.0, 0.0, 0.0], [0.0, 0.0, 0.0], [0.0, 0.0, 0.0], [0.0, 0.0, 0.0], [0.0, 0.0, 0.0], [0.0, 0.0, 0.0], [0.0, 0.0, 0.0], [0.0, 0.0, 0.0], [0.0, 0.0, 0.0], [0.0, 0.0, 0.0], [0.0, 0.0, 0.0], [0.0, 0.0, 0.0], [0.0, 0.0, 0.0], [0.0, 0.0, 0.0], [0.0, 0.0, 0.0], [0.0, 0.0, 0.0], [0.0, 0.0, 0.0], [0.1, 0.0, 0.0], [0.0, -0.2, 0.3], [0.0, 0.0, 0.0], [0.0, 0.0, 0.0], [0.0, 0.0, 0.0], [0.0, 0.0, 0.0], [0.0, 0.0, 0.0], [0.0, 0.0, 0.0], [0.0, 0.0, 0.0], [0.0, 0.0, 0.0], [0.0, 0.0, 0.0], [0.0, 0.0, 0.0], [0.0, 0.0, 0.0], [0.0, 0.0, 0.0], [0.0, 0.0, 0.0], [0.0, 0.0, 0.0], [0.0, 0.0, 0.0], [0.0, 0.0, 0.0], [0.0, 0.0, 0.0], [0.0, 0.0, 0.0], [0.0, 0.0, 0.0], [0.0, 0.0, 0.0], [0.0, 0.0, 0.0], [0.0, 0.0, 0.0], [0.0, 0.0, 0.0], [0.0, 0.0, 0.0], [0.0, 0.0, 0.0], [0.0, 0.0, 0.1], [0.0, 0.0, 0.0], [0.0, 0.0, 0.0], [0.0, 0.0, 0.0], [0.0, 0.0, 0.0], [0.0, 0.0, 0.0], [0.0, 0.0, 0.0], [0.0, 0.0, 0.0], [0.0, 0.0, 0.1], [0.0, 0.0, 0.0], [0.0, 0.0, 0.1], [0.0, -0.1, 0.0], [0.1, 0.0, 0.0], [-0.1, 0.0, 0.0], [0.1, 0.0, 0.1], [0.0, 0.1, 0.0], [0.0, 0.0, 0.0], [0.0, 0.0, 0.0], [0.0, 0.0, 0.0], [0.0, 0.0, -0.1], [0.0, 0.0, 0.0], [0.0, 0.0, 0.0], [0.0, 0.0, 0.0], [0.0, 0.0, 0.0]], "e_tot_ev": -175233.34595, "charge": -1, "de_lowest_kcal_mol": 10.1, "multiplicity": 2, "gap_ha": [0.2082, 0.2064]}

=====

{"formula": "C21H19BN8Re", "method": "wB97M-V/def2-TZVPD", "species": ["Re", "C", "C", "N", "N", "C", "B", "N", "C", "C", "C", "N", "N", "C", "C", "C", "N", "H", "H", "H", "H", "H", "H", "H", "H", "H", "H", "C", "C", "C", "C", "C", "C", "N", "N", "C", "C", "C", "C", "C", "C", "H", "H", "H", "H", "H", "H", "H", "H", "H"], "xyz": [[-0.0099, 0.1987, -0.0708], [-2.7370, -3.1138, -0.1794], [-1.5673, -2.5172, -0.6207], [-1.4122, -1.3426, 0.0114], [-2.4545, -1.1762, 0.8532], [-3.2662, -2.2275, 0.7534], [-2.5595, 0.0388, 1.8036], [-1.2587, 0.0564, 2.6196], [-1.1012, 0.0746, 3.9431], [0.2552, 0.1696, 4.2253], [0.8725, 0.2083, 2.9849], [-0.0521, 0.1404, 2.0168], [-2.5647, 1.3112, 0.9430], [-3.4321, 2.3252, 0.9298], [-2.9754, 3.2862, 0.0363], [-1.7904, 2.7690, -0.4668], [-1.5593, 1.5774, 0.0905], [-3.1513, -4.0523, -0.4886], [-0.8488, -2.8721, -1.3370], [-4.1659, -2.3027, 1.3327], [-3.5061, -0.0354, 2.4888], [-1.9379, 0.0156, 4.6088], [0.7130, 0.2015, 5.1924], [1.9210, 0.2877, 2.7669], [-4.3155, 2.3216, 1.5345], [-3.4353, 4.2192, -0.2150], [-1.1214, 3.1899, -1.1976], [-2.8680, 0.9287, -5.0875], [-3.2311, 0.5579, -3.7957], [-2.2705, 0.3623, -2.8253], [-0.9131, 0.5154, -3.1474], [-0.5562, 0.8874, -4.4593], [-1.5260, 1.1000, -5.4110], [0.0862, 0.2806, -2.2088], [1.2725, 0.2755, -2.6737], [2.2784, -0.0923, -1.8683], [3.5934, -0.1546, -2.3668], [4.6055, -0.5778, -1.5328], [4.3168, -0.9848, -0.2337], [3.0140, -0.9019, 0.2668], [1.9671, -0.4423, -0.5071], [-3.6261, 1.0865, -5.8397], [-4.2733, 0.4224, -3.5560], [-2.5671, 0.0609, -1.8318], [0.4894, 1.0162, -4.6917], [-1.2429, 1.4047, -6.4072], [3.7673, 0.1034, -3.4017], [5.6245, -0.6098, -1.8888], [5.1042, -1.3597, 0.4051], [2.8467, -1.2013, 1.2928]], "forces_ev_per_angstrom": [[-1.1, -3.0, -1.0], [0.4, 0.1, -0.2], [-0.5, -0.6, -0.2], [1.8, 1.9, 0.1], [-0.6, -0.3, 0.5], [0.3, 0.1, -0.3], [0.7, -0.1, -0.2], [-0.4, -0.1, 0.5], [0.5, 0.0, -0.1], [0.0, 0.0, -0.3], [0.0, 0.1, 0.7], [0.3, 0.1, -0.7], [-0.7, 0.2, 0.6], [0.3, 0.1, -0.4], [0.4, -0.1, -0.2], [-0.7, 0.8, -0.1], [1.1, -0.3, -0.2], [0.0, -0.2, 0.0], [0.1, 0.1, -0.1], [-0.2, 0.1, 0.1], [-0.4, 0.0, 0.2], [-0.3, 0.0, 0.1], [0.1, 0.0, 0.2], [0.1, 0.0, -0.2], [-0.2, -0.1, 0.2], [-0.1, 0.2, 0.0], [0.1, 0.0, -0.1], [0.0, 0.0, 0.2], [0.0, 0.1, -0.3], [0.5, -0.1, 0.2], [-1.0, 0.4, -1.3], [0.1, 0.0, 0.4], [-0.1, 0.0, 0.0], [1.4, 0.3, 1.3], [-0.9, 0.1, -1.7], [0.8, -0.3, 1.5], [-1.0, 0.1, -0.2], [0.2, -0.1, 0.2], [-0.4, 0.0, 0.1], [0.7, -0.1, 0.6], [-1.3, 0.8, 0.2], [-0.1, 0.0, 0.0], [-0.1, 0.0, 0.1], [0.0, 0.0, 0.1], [-0.1, 0.0, -0.1], [0.0, 0.0, -0.1], [0.1, 0.1, 0.0], [0.0, 0.0, -0.1], [0.0, 0.0, 0.0], [0.0, 0.0, 0.0]], "e_tot_ev": -36796.92850, "charge": 2, "de_lowest_kcal_mol": 18.2, "multiplicity": 2, "gap_ha": [0.1825, 0.2065]}